1.
Density functional theory data (ωB97M-V with the def2-TZVPD basis set) for a structure of composition C38H53F10N6O5PRuS2 at a distorted geometry.

Each line ends with the Löwdin spin population.
Cartesian coordinates (Å):
N  -4.088  4.712  0.207  0.00
C  4.459  -2.698  1.196  0.00
H  4.264  -3.606  1.763  0.00
F  4.287  1.645  -1.643  0.00
H  5.060  -0.805  4.050  0.00
C  -3.110  5.334  -0.358  0.00
F  -3.755  5.764  -6.189  0.02
H  5.425  0.469  1.954  0.00
H  4.873  -2.552  3.899  0.00
N  1.822  -0.659  1.000  0.26
C  -1.110  2.849  -4.790  0.04
H  -3.247  -5.511  0.975  0.00
H  -4.016  2.731  -0.212  0.00
F  3.604  -0.760  -1.460  0.00
F  2.738  1.899  -0.161  0.00
H  0.686  -4.368  2.089  0.00
H  0.274  -1.682  4.341  0.00
C  -1.093  -1.031  -3.301  0.18
C  -0.877  -4.641  -3.733  0.03
H  3.303  1.708  2.313  0.00
H  -0.833  6.058  1.939  0.00
H  2.390  -4.306  1.672  0.00
H  -3.105  -1.792  -5.256  0.00
N  -1.963  5.786  0.250  0.00
H  -1.997  -5.947  -4.995  0.00
C  -1.480  5.284  1.528  0.00
F  -3.400  3.464  -7.588  -0.01
H  -4.151  -4.572  -0.210  0.00
C  -0.706  3.975  1.494  0.00
N  -3.189  5.614  -1.695  0.00
F  -2.390  6.163  -3.872  -0.01
S  0.016  1.686  -4.246  0.50
C  -3.576  -3.399  1.501  0.00
C  -2.723  3.653  -6.443  -0.01
H  6.206  -1.734  3.095  0.00
C  -2.217  5.017  -4.560  -0.01
H  0.408  2.377  -0.334  0.00
C  0.168  -2.673  -2.387  0.16
C  -1.357  4.042  -4.098  0.06
H  -4.547  -3.479  1.992  0.00
C  -1.852  -4.926  -4.662  0.05
C  -1.848  2.692  -5.974  0.06
C  1.506  -3.693  1.821  0.00
H  -1.253  6.140  -0.371  0.00
F  -0.712  4.304  -2.952  0.01
H  -0.271  -1.759  2.649  0.00
H  -0.983  1.864  1.723  0.00
H  0.098  0.327  3.825  0.00
H  -0.248  -5.422  -3.320  0.00
C  2.972  1.491  -1.426  0.00
C  4.344  -1.441  2.076  0.01
Ru  0.875  -0.756  -0.637  2.34
C  0.910  0.910  3.393  0.00
H  3.062  2.234  3.982  0.00
H  -0.245  1.645  -1.637  0.00
F  2.341  0.011  -3.061  0.00
C  -1.604  2.285  -0.246  0.01
H  2.377  0.747  5.704  0.00
H  4.261  0.228  0.649  0.00
N  -0.096  -1.298  -2.403  0.02
O  -1.561  0.124  -3.578  0.35
N  -0.313  1.725  -0.620  0.06
H  -1.928  -4.587  -1.218  0.00
H  -3.423  -4.154  -5.941  0.00
H  5.764  -0.658  0.644  0.00
C  -2.035  -4.152  -0.225  0.00
H  1.243  -3.222  0.875  0.00
C  -2.663  -3.896  -5.213  0.07
O  -3.988  1.771  -0.354  0.00
H  2.626  -2.768  4.976  0.00
H  4.333  1.078  3.609  0.00
O  1.016  -3.141  -1.571  0.26
C  0.267  -2.286  3.437  0.00
H  1.648  -0.825  5.409  0.00
H  -2.803  -3.410  2.274  0.00
H  -1.138  -4.363  0.356  0.00
H  3.398  -0.625  5.287  0.00
S  -2.026  -2.350  -0.414  0.01
C  -3.452  -2.121  0.682  0.00
H  -3.974  5.200  -2.167  0.00
C  -2.910  4.826  -5.739  0.06
C  5.148  -1.646  3.364  0.00
H  -2.324  5.200  2.215  0.00
P  2.504  -1.116  2.321  0.10
H  -0.212  3.888  2.465  0.00
F  2.331  2.350  -2.223  0.01
H  -2.346  5.694  -2.237  0.00
H  0.099  4.068  0.754  0.00
H  -3.230  -1.216  1.242  0.00
H  1.738  -4.208  4.485  0.00
C  -1.514  -2.280  -3.884  0.13
C  2.291  0.268  3.616  0.01
H  3.315  -3.880  3.790  0.00
C  3.320  1.378  3.351  0.00
C  -1.503  2.690  1.237  0.00
C  -3.323  -4.530  0.503  0.00
C  4.976  -0.268  1.292  0.00
H  5.484  -2.761  0.819  0.00
H  -3.957  4.648  1.208  0.00
O  -2.571  0.066  -0.402  0.00
C  1.681  -2.687  2.979  0.02
C  2.488  0.028  -1.700  -0.01
H  -1.840  3.167  -0.857  0.00
H  -2.495  2.754  1.692  0.00
C  2.437  -0.152  5.081  0.00
C  -0.708  -3.309  -3.329  0.12
H  0.906  1.897  3.869  0.00
O  -0.819  -1.892  0.403  0.01
H  -0.285  -3.204  3.664  0.00
C  -2.742  1.263  -0.379  0.00
H  -4.320  -1.942  0.045  0.00
F  -1.706  1.588  -6.703  0.01
H  0.717  1.029  2.328  0.00
H  3.791  -2.661  0.334  0.00
C  2.394  -3.407  4.127  0.00
C  -2.493  -2.582  -4.836  0.02

Computed properties:
highest occupied orbital energy (alpha / beta) = -2.33 / -5.43 eV
orbital gap (alpha / beta) = 0.1646 / 0.2481 Ha
LUMO level (alpha / beta) = 2.15 / 1.32 eV
electronic energy = -120160.9311 eV
energy relative to the best compared isomer or geometry (same formula, charge and spin) = 159.7 kJ/mol
2S+1 = 6
net charge = -1
expectation value of S² = 8.799

=====

2.
Density functional theory data (ωB97M-V with the def2-TZVPD basis set) for a cluster of 2 separate species, C4H8BrClN in total at a distorted geometry.

Each line ends with the natural charge from an NBO analysis.
Cartesian coordinates (Å):
H  -0.381  1.401  -0.462  0.46
N  0.239  0.439  -0.540  -0.80
C  2.530  1.617  -1.492  -0.35
C  -1.162  -1.017  0.965  -0.72
H  1.989  2.038  -2.309  0.28
H  -1.177  -1.899  1.655  0.29
C  3.203  1.162  -0.615  -0.03
C  0.181  -0.568  0.599  -0.01
H  0.688  -0.101  1.456  0.24
H  1.238  0.796  -0.680  0.47
Br  1.435  -2.113  -0.122  0.01
Cl  4.035  0.540  0.705  0.19
H  0.119  -0.020  -1.545  0.46
H  -1.542  -1.595  0.019  0.25
H  -1.771  -0.251  1.524  0.27

Computed properties:
highest occupied orbital energy = -14.61 eV
orbital gap = 0.3924 Ha
LUMO level = -3.94 eV
electronic energy = -88322.4832 eV
energy relative to the best compared isomer or geometry (same formula, charge and spin) = 253.5 kJ/mol
net charge = +1

=====

3.
Density functional theory data (ωB97M-V with the def2-TZVPD basis set) for a cluster of 2 separate species, C9H14N3S in total at a distorted geometry.

Each line ends with the natural charge from an NBO analysis.
Cartesian coordinates (Å):
H  0.525  1.280  1.175  0.14
H  0.858  -1.400  2.384  0.38
C  2.373  0.965  -1.502  -0.19
H  4.097  1.142  1.336  0.24
H  2.656  -1.073  1.913  0.24
C  3.414  1.277  -0.589  -0.14
N  0.415  -1.322  0.412  -0.03
N  -2.421  0.075  -0.245  -0.40
H  0.655  -0.251  -1.867  0.24
C  1.466  -0.577  0.142  -0.01
C  1.455  0.030  -1.104  -0.14
H  4.160  1.964  -1.022  0.25
C  -2.616  -1.331  -0.698  -0.39
H  -3.755  1.408  -1.389  0.23
C  -1.203  0.405  0.218  0.01
C  -3.593  0.945  -0.370  -0.46
H  2.474  1.249  -2.477  0.23
H  -3.554  1.896  0.269  0.23
H  -4.577  0.464  -0.202  0.24
H  -1.697  -1.588  -1.128  0.22
C  2.531  -0.291  1.027  -0.19
N  0.298  -1.794  1.601  -0.48
H  -2.864  -1.970  0.101  0.20
H  -0.365  -2.632  1.764  0.42
H  -3.384  -1.415  -1.365  0.22
S  -0.735  1.811  0.975  0.17
C  3.386  0.733  0.643  -0.23

Computed properties:
highest occupied orbital energy (alpha / beta) = -11.72 / -11.70 eV
orbital gap (alpha / beta) = 0.2491 / 0.2480 Ha
LUMO level (alpha / beta) = -4.94 / -4.95 eV
electronic energy = -24854.3467 eV
energy relative to the best compared isomer or geometry (same formula, charge and spin) = 332.9 kJ/mol
net charge = +1

=====

4.
Density functional theory data (ωB97M-V with the def2-TZVPD basis set) for the molecule C6H5NS at a distorted geometry.

Each line ends with the natural charge from an NBO analysis.
Cartesian coordinates (Å):
N  0.648  -0.658  -3.180  -0.29
C  2.098  -0.081  1.624  -0.82
C  -3.235  0.661  -0.587  -0.24
H  1.601  0.766  2.254  0.23
C  -0.082  -0.685  -2.237  0.26
H  3.183  -0.041  1.847  0.26
S  1.672  -0.277  -0.058  0.46
H  -0.333  0.857  0.707  0.26
C  0.041  -0.094  -0.009  -0.30
H  1.744  -0.857  2.313  0.23
C  -2.116  0.106  -1.227  0.00
C  -0.781  -0.350  -1.111  -0.34
H  -4.441  0.653  -0.336  0.28

Computed properties:
highest occupied orbital energy = -8.37 eV
orbital gap = 0.2738 Ha
LUMO level = -0.92 eV
electronic energy = -18621.8661 eV
energy relative to the best compared isomer or geometry (same formula, charge and spin) = 499.9 kJ/mol

=====

5.
Density functional theory data (ωB97M-V with the def2-TZVPD basis set) for a structure of composition C12H45AsF6O10 at a distorted geometry.

Each line ends with the Löwdin charge.
Cartesian coordinates (Å):
H  -7.231  -10.350  15.884  0.04
H  -1.826  -9.796  14.218  0.09
H  -6.895  -13.218  7.410  0.13
H  -5.413  -12.021  8.310  0.06
H  -2.847  -11.692  13.246  -0.01
H  -4.548  -13.314  12.657  0.05
H  -2.630  -16.040  10.582  0.08
H  -2.377  -14.870  11.891  0.07
H  -9.087  -11.819  7.583  0.08
H  -3.666  -13.725  10.416  0.13
H  -5.093  -8.155  15.276  0.18
H  -4.946  -7.362  13.944  0.18
F  -6.217  -9.995  12.348  -0.25
O  -5.691  -11.575  7.508  -0.09
C  -8.738  -12.073  12.618  -0.07
O  -6.470  -10.821  15.524  -0.06
H  -2.148  -8.532  13.400  0.09
C  -0.281  -10.461  10.516  -0.05
H  -8.042  -9.540  12.805  0.05
H  -8.014  -11.645  8.948  0.06
H  -8.376  -12.377  13.611  0.08
F  -4.480  -8.378  11.600  -0.26
H  -10.397  -11.036  13.362  0.14
H  -9.262  -9.835  10.798  0.08
H  1.499  -10.239  8.342  0.08
O  0.133  -8.086  10.523  -0.08
H  1.638  -9.455  10.667  0.13
C  -8.082  -11.503  7.869  -0.05
C  -4.220  -14.559  10.866  -0.49
H  -3.990  -8.736  14.222  0.10
O  -2.518  -7.132  10.375  -0.09
H  0.088  -9.218  8.025  0.09
H  -6.744  -11.067  14.629  0.01
F  -5.789  -11.369  10.316  -0.23
C  0.688  -9.360  10.129  -0.47
H  -0.025  -8.112  11.470  0.08
C  -9.523  -10.781  12.756  -0.48
O  -5.650  -8.778  6.858  -0.08
H  -1.828  -12.615  13.933  0.04
F  -3.979  -10.834  11.876  -0.24
H  -5.094  -14.808  9.111  0.08
H  -5.990  -13.588  11.703  0.06
H  -7.262  -10.897  5.445  0.08
H  -0.019  -11.377  9.983  0.09
H  -7.750  -12.618  5.086  0.08
H  -1.704  -7.534  10.015  0.01
C  -10.040  -10.329  11.388  -0.05
H  -9.349  -12.899  12.258  0.09
H  -3.058  -7.884  10.689  -0.03
H  -5.193  -14.852  12.778  0.08
O  -4.895  -8.267  14.321  0.25
F  -4.092  -9.730  9.560  -0.22
C  -6.933  -12.167  7.099  -0.47
H  -3.579  -16.159  12.117  0.08
H  -7.818  -12.061  12.028  0.05
As  -5.125  -9.895  10.955  0.82
H  -10.940  -9.718  11.448  0.08
C  -5.070  -14.054  12.041  -0.05
O  -5.059  -15.249  9.962  -0.04
H  1.643  -8.498  8.382  0.08
H  -5.519  -9.743  6.867  0.00
H  -10.282  -11.177  10.735  0.07
H  -6.072  -12.147  5.159  0.08
C  -7.054  -11.958  5.598  -0.05
H  -5.924  -8.571  7.757  0.00
O  -2.560  -9.299  13.828  -0.02
H  -8.004  -10.430  7.669  0.08
F  -6.268  -8.936  10.040  -0.23
O  -8.823  -9.706  13.356  -0.06
H  -1.283  -10.141  10.225  0.08
O  -2.681  -12.184  14.067  -0.06
C  -3.118  -15.494  11.386  -0.06
C  0.983  -9.326  8.640  -0.05
H  -0.288  -10.656  11.591  0.07

Computed properties:
highest occupied orbital energy = -9.74 eV
orbital gap = 0.3058 Ha
LUMO level = -1.42 eV
electronic energy = -110794.7280 eV
energy relative to the best compared isomer or geometry (same formula, charge and spin) = 0.0 kJ/mol

=====

6.
Density functional theory data (ωB97M-V with the def2-TZVPD basis set) for a structure of composition C24H33F15KO14V at a distorted geometry.

Each line ends with the Löwdin spin population.
Cartesian coordinates (Å):
H  1.805  1.343  -4.511  0.00
O  5.141  0.617  4.536  0.00
O  3.378  0.623  -2.573  0.00
C  -1.564  3.091  -0.006  0.00
C  -2.333  4.131  -0.792  0.00
C  -2.112  -1.079  0.073  0.00
O  -3.497  4.511  -0.092  0.00
F  -5.587  7.349  0.616  0.00
C  -1.948  4.636  -5.595  0.00
F  -1.241  0.083  -5.488  0.00
H  2.692  0.099  0.873  0.00
C  4.280  -0.347  -2.706  0.00
F  -3.303  -0.553  -5.234  0.00
H  -1.127  4.506  -6.300  0.00
C  5.723  -0.048  3.589  0.00
C  -2.023  -2.733  5.583  0.00
H  0.360  1.330  -3.373  0.00
H  -2.259  2.331  0.351  0.00
O  -2.953  -3.079  4.903  0.00
O  0.015  -2.495  0.021  -0.06
O  5.436  -0.022  2.161  0.00
F  -0.865  -1.504  7.261  0.00
H  -2.619  -0.602  0.911  0.00
H  -0.764  -4.797  4.145  0.00
C  1.941  0.409  -2.512  0.00
C  -1.443  -6.009  1.396  -0.01
O  -2.317  -4.910  1.118  -0.07
H  1.555  0.576  -1.506  0.00
F  -1.980  -0.239  -3.486  0.00
F  -2.888  -2.439  7.720  0.00
C  -2.339  0.182  -4.706  0.00
F  5.843  1.398  -2.975  0.00
H  -2.047  -6.895  1.591  0.00
C  6.676  -1.164  4.020  0.00
F  -4.955  5.811  2.016  0.00
H  -1.023  -6.961  -0.379  0.00
C  -2.114  -1.852  6.863  0.00
H  -0.877  -3.428  3.183  0.00
O  -3.925  6.409  -1.268  0.00
H  -0.890  -5.871  2.325  0.00
C  -5.262  6.052  0.698  0.00
H  4.787  1.814  2.072  0.00
F  -6.299  5.429  0.207  0.00
O  -2.474  2.272  -5.808  0.00
H  2.986  -0.538  2.507  0.00
C  1.439  1.437  -3.489  0.00
H  -3.980  3.751  -5.631  0.00
C  1.152  -3.769  3.934  0.00
H  -2.641  3.633  -1.712  0.00
H  -2.019  -0.339  -0.722  0.00
C  3.104  0.328  1.856  0.00
H  -1.714  4.374  -4.563  0.00
K  -5.213  -2.088  -1.602  0.01
C  4.550  0.866  1.589  0.00
C  -0.381  -6.368  0.273  0.00
F  7.621  -1.450  3.087  0.00
H  1.451  -2.809  3.512  0.00
H  -2.257  5.681  -5.609  0.00
H  1.726  -3.911  4.849  0.00
O  0.155  -5.408  -0.584  -0.12
H  1.705  -0.570  -2.929  0.00
H  -3.042  3.663  -7.129  0.00
H  1.646  2.456  -3.162  0.00
F  -2.737  -0.744  6.576  0.00
H  0.372  -7.036  0.691  0.00
O  -3.404  2.174  -3.755  0.00
C  -0.369  -3.783  4.080  0.00
H  4.810  0.930  0.533  0.00
O  -0.686  -2.960  5.252  0.00
V  -1.491  -3.968  -0.756  2.25
H  -1.765  4.990  -1.152  0.00
C  -2.829  1.605  -4.696  0.00
H  -1.108  3.511  0.890  0.00
H  2.425  1.038  2.329  0.00
C  -0.544  -1.269  0.441  0.00
F  6.311  -0.599  -3.795  0.00
F  7.369  -0.721  5.117  0.00
O  3.987  -1.589  -2.606  0.00
H  1.523  -4.496  3.212  0.00
O  -2.780  -2.235  -0.315  0.01
C  -4.130  5.689  -0.342  0.00
C  5.743  0.089  -2.757  0.00
H  0.110  -0.460  0.117  0.00
F  6.000  -2.306  4.339  0.00
F  6.431  -0.164  -1.616  0.00
C  -2.979  3.614  -6.042  0.00
H  -0.434  -1.091  1.511  0.00
H  -0.718  2.867  -0.655  0.00

Computed properties:
highest occupied orbital energy (alpha / beta) = -7.58 / -7.93 eV
orbital gap (alpha / beta) = 0.2146 / 0.2251 Ha
LUMO level (alpha / beta) = -1.74 / -1.80 eV
electronic energy = -136857.5633 eV
2S+1 = 3
expectation value of S² = 2.115

=====

Please write out number 3 again, unchanged.
Density functional theory data (ωB97M-V with the def2-TZVPD basis set) for a cluster of 2 separate species, C9H14N3S in total at a distorted geometry.

Each line ends with the natural charge from an NBO analysis.
Cartesian coordinates (Å):
H  0.525  1.280  1.175  0.14
H  0.858  -1.400  2.384  0.38
C  2.373  0.965  -1.502  -0.19
H  4.097  1.142  1.336  0.24
H  2.656  -1.073  1.913  0.24
C  3.414  1.277  -0.589  -0.14
N  0.415  -1.322  0.412  -0.03
N  -2.421  0.075  -0.245  -0.40
H  0.655  -0.251  -1.867  0.24
C  1.466  -0.577  0.142  -0.01
C  1.455  0.030  -1.104  -0.14
H  4.160  1.964  -1.022  0.25
C  -2.616  -1.331  -0.698  -0.39
H  -3.755  1.408  -1.389  0.23
C  -1.203  0.405  0.218  0.01
C  -3.593  0.945  -0.370  -0.46
H  2.474  1.249  -2.477  0.23
H  -3.554  1.896  0.269  0.23
H  -4.577  0.464  -0.202  0.24
H  -1.697  -1.588  -1.128  0.22
C  2.531  -0.291  1.027  -0.19
N  0.298  -1.794  1.601  -0.48
H  -2.864  -1.970  0.101  0.20
H  -0.365  -2.632  1.764  0.42
H  -3.384  -1.415  -1.365  0.22
S  -0.735  1.811  0.975  0.17
C  3.386  0.733  0.643  -0.23

Computed properties:
highest occupied orbital energy (alpha / beta) = -11.72 / -11.70 eV
orbital gap (alpha / beta) = 0.2491 / 0.2480 Ha
LUMO level (alpha / beta) = -4.94 / -4.95 eV
electronic energy = -24854.3467 eV
energy relative to the best compared isomer or geometry (same formula, charge and spin) = 332.9 kJ/mol
net charge = +1

=====

The highest electronic energy belongs to which entry? C6H5NS

=====

The highest electronic energy belongs to which entry? C6H5NS

=====

electronic energy of number 2 (C4H8BrClN)? -88322.4832 eV